C50H55AsHfN4O2STe2 | ωB97M-V/def2-TZVPD

Output
- LUMO energy: -10.91 eV
- Frontier orbital gap: 6.8074 eV
- Total charge: +4

Positions of all 116 atoms, in Å:
1 Hf 0.227 0.839 0.518
2 Te 2.653 0.155 -1.303
3 Te -1.189 0.497 -2.393
4 As -2.655 0.706 0.946
5 S -0.116 0.198 2.813
6 O 0.227 7.026 3.001
7 O 2.165 1.154 1.679
8 N 0.104 3.033 0.611
9 N 0.165 -1.692 -0.035
10 N -1.197 5.487 3.899
11 N -0.216 -4.574 0.461
12 C 1.157 -3.983 0.318
13 C -4.392 -1.434 -0.002
14 C -5.799 0.165 -1.784
15 C 6.795 3.128 0.222
16 C -4.381 4.204 2.522
17 C -0.209 5.143 1.691
18 C -4.171 -1.047 4.456
19 C -3.237 2.536 1.219
20 C -1.784 -0.803 4.717
21 C 3.834 2.043 3.244
22 C -2.894 4.155 -4.046
23 C -6.108 -1.184 -1.670
24 C -3.889 2.909 2.389
25 C -4.784 0.714 -1.014
26 C 3.650 2.048 -1.572
27 C -1.438 2.420 -3.259
28 C 0.508 -1.590 -6.465
29 C -1.170 -1.266 -4.773
30 C 5.652 3.152 -0.558
31 C 0.381 3.688 -0.540
32 C -0.524 4.289 -4.455
33 C -1.175 -2.313 0.099
34 C -0.339 3.081 -3.799
35 C -0.399 5.999 2.931
36 C 2.546 2.328 2.525
37 C 1.139 -2.515 0.725
38 C 1.372 -0.750 -5.773
39 C 0.134 5.803 0.508
40 C 6.356 0.837 0.802
41 C -4.228 5.120 1.492
42 C 4.339 -0.376 -0.065
43 C -1.800 4.830 -4.569
44 C -3.583 4.742 0.317
45 C -1.706 -0.299 3.426
46 C 0.973 -0.166 -4.580
47 C -5.412 -1.980 -0.769
48 C -0.225 3.771 1.703
49 C -2.719 2.938 -3.398
50 C -4.090 -0.531 3.169
51 C -0.296 -0.428 -4.081
52 C 0.398 5.061 -0.634
53 C 4.852 2.016 -0.663
54 C -4.064 -0.087 -0.135
55 C -1.220 -3.775 -0.321
56 C -3.022 -1.174 5.226
57 C -2.855 -0.151 2.652
58 C -3.084 3.458 0.181
59 C 5.197 0.862 0.029
60 C -0.763 -1.844 -5.966
61 C 7.152 1.966 0.897
62 H 1.652 0.511 -4.078
63 H 0.652 2.642 -3.752
64 H 4.064 2.889 3.892
65 H -3.089 -1.561 6.235
66 H 0.824 -2.037 -7.398
67 H -4.586 1.777 -1.069
68 H -6.912 -1.608 -2.257
69 H -3.890 4.558 -4.168
70 H 2.148 -2.125 0.580
71 H -6.369 0.795 -2.454
72 H -1.887 -1.776 -0.529
73 H -1.494 -2.193 1.139
74 H 8.055 1.940 1.491
75 H -4.036 2.197 3.192
76 H 7.417 4.010 0.293
77 H -4.908 4.487 3.425
78 H -1.945 4.855 3.661
79 H -3.579 2.395 -3.030
80 H 2.966 2.861 -1.338
81 H 0.584 3.071 -1.409
82 H 3.931 2.110 -2.623
83 H 2.441 0.374 2.185
84 H -4.988 -0.412 2.573
85 H -0.451 3.216 2.605
86 H -2.601 3.177 -0.749
87 H -0.214 -5.548 0.141
88 H 1.719 2.505 3.213
89 H 4.033 -0.729 0.921
90 H 0.322 4.796 -4.900
91 H 1.445 -4.111 -0.726
92 H 3.741 1.167 3.892
93 H -1.942 5.767 -5.090
94 H -3.904 -2.049 0.747
95 H -0.966 -3.899 -1.374
96 H 2.641 3.149 1.818
97 H 0.899 -2.408 1.786
98 H -5.130 -1.337 4.862
99 H -2.169 -1.459 -4.402
100 H -1.349 6.083 4.702
101 H 0.425 -1.720 -1.024
102 H 4.663 1.910 2.549
103 H -3.484 5.445 -0.501
104 H -2.209 -4.197 -0.150
105 H -0.893 -0.900 5.323
106 H 0.632 5.534 -1.577
107 H 6.639 -0.068 1.325
108 H -4.625 6.122 1.596
109 H -0.484 -4.605 1.450
110 H -5.689 -3.018 -0.642
111 H 4.846 -1.191 -0.582
112 H 2.355 -0.536 -6.170
113 H 0.198 6.885 0.518
114 H -1.445 -2.484 -6.510
115 H 5.392 4.052 -1.103
116 H 1.844 -4.550 0.943

Results of the Mulliken charge analysis, in e, for atoms 1 through 5: number 1, Hf, carries 0.963; number 2, Te, carries 0.098; number 3, Te, carries 0.325; number 4, As, carries 1.556; number 5, S, carries -0.191